Record 1
This record from OMol25 describes one molecule with the formula C7H8O in a non-equilibrium geometry. The level of theory is ωB97M-V/def2-TZVPD.

Geometry as XYZ:
```
16
Properties=species:S:1:pos:R:3:forces:R:3:nbo_charge:R:1
C 1.507 1.425 0.124 1.7 -3.2 -0.5 -0.2170
C 2.716 0.618 0.209 1.4 5.0 1.8 -0.1394
C 0.389 0.893 -0.296 -1.3 0.2 0.8 -0.0809
C 2.407 -1.581 -0.703 -0.6 -2.2 -1.0 0.3983
C -1.076 1.017 -0.365 0.4 0.2 -0.5 -0.4276
C -0.349 -0.332 -0.403 -1.4 -1.8 0.4 -0.2602
C -0.744 -1.348 0.739 1.3 2.2 1.1 -0.6008
O 2.696 -0.554 -0.271 0.3 -1.4 -0.5 -0.3503
H 1.580 2.373 0.480 0.2 2.8 0.6 0.2166
H 3.748 1.027 0.334 -1.2 -0.5 -0.1 0.1983
H -1.647 1.202 0.524 -0.1 0.1 0.5 0.2059
H -1.521 1.497 -1.229 0.1 -0.3 -0.3 0.2160
H -0.347 -0.915 -1.311 0.0 0.3 -0.6 0.2141
H -1.310 -2.072 0.215 -1.4 -0.6 0.0 0.2130
H -1.251 -0.795 1.637 0.7 -1.3 -1.7 0.2084
H 0.109 -1.943 1.108 0.0 0.6 0.1 0.2058
```
Forces are in eV/Å.

The calculation puts the energy at -346.48947 Ha. The value obtained for the energy above the lowest of the compared OMol25 structures with the same formula, charge and spin is 7.783 eV. The value obtained for the orbital gap is 7.64 eV. The HOMO energy is -7.11 eV. As for the charge: 0.

Record 2
This record from OMol25 describes one molecule with the formula C7H8O in a non-equilibrium geometry. The level of theory is ωB97M-V/def2-TZVPD.

Geometry as XYZ:
```
16
Properties=species:S:1:pos:R:3:forces:R:3:nbo_charge:R:1
C -2.124 -0.033 -0.215 -1.9 -0.9 1.0 -0.1742
C -1.372 -1.175 -0.226 -3.5 -0.8 -0.8 -0.2213
C -0.067 -0.729 0.225 3.3 -2.4 4.6 0.0630
O 1.369 -1.071 0.134 0.9 -5.1 -2.1 -0.5054
C 2.186 -0.047 -0.104 0.1 3.5 0.0 0.1452
C 1.459 1.088 -0.069 -0.7 -4.7 0.5 -0.3200
C 0.061 0.633 -0.150 -2.9 4.3 -2.0 -0.2818
C -1.379 1.184 0.245 1.0 2.9 0.7 -0.4363
H -3.263 -0.020 -0.209 1.6 -0.2 -0.2 0.2146
H -1.967 -2.179 -0.128 1.9 1.8 -0.5 0.2464
H -0.132 -1.084 1.373 -0.2 1.6 -1.5 0.1796
H 3.312 -0.001 -0.354 -2.0 -1.3 0.8 0.2213
H 1.716 2.003 0.118 1.8 5.2 0.3 0.2060
H -0.025 0.655 -1.304 -0.4 -0.4 1.3 0.2149
H -1.679 2.214 -0.230 0.6 -2.1 0.5 0.2255
H -1.498 1.460 1.423 0.3 -1.3 -2.5 0.2224
```
Forces are in eV/Å.

The calculation puts the energy at -346.57598 Ha. The value obtained for the energy above the lowest of the compared OMol25 structures with the same formula, charge and spin is 5.430 eV. The value obtained for the orbital gap is 9.08 eV. The SMILES is C1=C[C@H]2OC=C[C@@H]2C1. The HOMO energy is -7.98 eV. As for the charge: 0.

Record 3
This record from OMol25 describes one molecule with the formula C7H8O in a non-equilibrium geometry. The level of theory is ωB97M-V/def2-TZVPD.

Geometry as XYZ:
```
16
Properties=species:S:1:pos:R:3:forces:R:3:nbo_charge:R:1
C -1.705 0.741 1.992 5.3 -1.8 -2.5 -0.2346
C -0.729 0.272 1.310 -8.6 4.8 7.1 0.0233
C 0.137 -0.527 0.679 3.0 -0.8 -5.3 -0.4365
C -0.556 -1.479 -0.296 2.3 -2.5 -0.1 -0.1494
C -1.563 -0.991 -0.980 -4.3 -1.6 -0.3 -0.3977
C 1.280 0.315 0.057 -0.5 0.5 -3.3 0.0915
C 1.696 0.304 -1.414 0.7 -0.2 3.1 -0.1135
O 1.034 1.457 -0.863 0.0 -2.0 -0.2 -0.4794
H -2.168 1.222 2.849 -0.1 -0.2 -0.8 0.2473
H 0.672 -1.202 1.231 1.2 -1.3 2.5 0.2491
H 0.025 -2.538 -0.260 -2.0 2.3 -0.6 0.2125
H -2.614 -1.492 -1.442 3.7 1.0 0.7 0.2271
H -1.765 -0.012 -0.592 -0.5 0.7 -0.6 0.2086
H 2.049 0.634 0.711 0.6 -0.1 0.9 0.1892
H 2.758 0.275 -1.481 1.1 1.2 -0.1 0.1643
H 1.421 -0.358 -2.200 -1.9 -0.1 -0.4 0.1982
```
Forces are in eV/Å.

The calculation puts the energy at -346.51935 Ha. The value obtained for the energy above the lowest of the compared OMol25 structures with the same formula, charge and spin is 6.970 eV. The value obtained for the orbital gap is 10.51 eV. The SMILES is C#C[C@@H](C=C)[C@H]1CO1. The HOMO energy is -9.59 eV. As for the charge: 0.

Record 4
This record from OMol25 describes one molecule with the formula C7H8O in a non-equilibrium geometry. The level of theory is ωB97M-V/def2-TZVPD.

Geometry as XYZ:
```
16
Properties=species:S:1:pos:R:3:forces:R:3:nbo_charge:R:1
C 1.287 1.859 -0.767 -0.7 -0.8 -3.2 -0.3728
C 0.860 0.692 -0.218 -0.7 -1.3 -0.2 -0.0399
C 0.333 -0.549 -0.979 1.3 -1.0 -1.3 -0.2615
C -1.007 -0.046 -1.611 0.6 2.3 1.8 -0.4064
C -0.945 -0.983 -0.345 -1.8 -3.0 -1.2 -0.2584
C -0.959 -0.611 1.176 1.5 3.2 -0.2 0.0476
O 0.323 -0.906 1.826 -1.0 0.6 -2.2 -0.4926
C 0.223 0.406 1.128 0.3 -0.7 1.7 0.0233
H 1.281 2.126 -2.001 0.2 -1.7 3.4 0.2030
H 1.552 2.790 -0.327 0.0 0.2 1.2 0.2072
H 1.004 -1.626 -1.356 -1.7 4.2 0.6 0.2527
H -1.094 -0.529 -2.505 -1.3 -1.5 -2.1 0.2087
H -1.359 1.141 -1.782 1.4 -3.4 1.2 0.2379
H -1.285 -2.109 -0.782 0.9 3.0 1.9 0.2259
H -1.787 -0.299 1.954 1.4 -1.2 -2.1 0.2297
H 0.342 1.136 1.885 -0.4 1.0 0.6 0.1955
```
Forces are in eV/Å.

The calculation puts the energy at -346.52235 Ha. The value obtained for the energy above the lowest of the compared OMol25 structures with the same formula, charge and spin is 6.889 eV. The value obtained for the orbital gap is 9.76 eV. The SMILES is C=C1[C@@H]2C[C@@H]2[C@H]2O[C@@H]12. The HOMO energy is -8.95 eV. As for the charge: 0.

Record 5
This record from OMol25 describes one molecule with the formula C7H8O in a non-equilibrium geometry. The level of theory is ωB97M-V/def2-TZVPD.

Geometry as XYZ:
```
16
Properties=species:S:1:pos:R:3:forces:R:3:nbo_charge:R:1
C 2.261 -0.531 -0.066 0.6 0.4 -2.8 -0.3858
C 0.893 -0.555 -0.131 3.5 2.8 -1.2 -0.0336
C 0.124 0.619 -0.577 6.7 3.0 -3.7 -0.2852
C -0.477 1.570 0.418 0.1 0.5 3.7 -0.4389
C -1.222 0.575 -0.497 -7.3 1.6 1.4 -0.2417
C -1.530 -0.713 0.269 1.1 3.8 -0.1 0.1088
O -1.342 -1.713 -0.519 3.0 -4.5 -3.2 -0.4499
C -0.124 -1.372 0.307 -5.0 -1.9 2.6 -0.0043
H 3.075 -0.027 -0.809 -3.0 0.5 1.7 0.2139
H 2.968 -1.201 0.329 -0.3 -1.9 1.2 0.1997
H 0.620 1.061 -1.436 -0.2 0.4 -0.2 0.2300
H -0.701 2.682 0.433 0.8 -1.5 -1.2 0.2410
H -0.162 1.356 1.591 -1.3 -0.2 -3.1 0.2113
H -1.978 1.073 -1.298 1.9 -1.6 2.0 0.2421
H -2.389 -0.838 0.852 -0.9 0.3 1.8 0.1880
H -0.018 -1.988 1.133 0.2 -1.8 1.0 0.2044
```
Forces are in eV/Å.

The calculation puts the energy at -346.54217 Ha. The value obtained for the energy above the lowest of the compared OMol25 structures with the same formula, charge and spin is 6.349 eV. The value obtained for the orbital gap is 9.45 eV. The SMILES is C=C1[C@@H]2C[C@@H]2[C@H]2O[C@@H]12. The HOMO energy is -8.74 eV. As for the charge: 0.

Record 6
This record from OMol25 describes C7H8O as an isolated structure in a non-equilibrium geometry. The level of theory is ωB97M-V/def2-TZVPD.

Geometry as XYZ:
```
16
Properties=species:S:1:pos:R:3:forces:R:3:nbo_charge:R:1
C -2.749 -0.531 0.282 -2.2 1.7 -0.1 -0.4431
C -1.914 0.360 -0.281 -0.1 2.2 0.4 -0.1764
C -0.465 0.321 -0.136 0.9 -6.7 -2.1 -0.2095
C -0.023 -1.036 -0.372 1.8 3.7 2.2 0.2164
C 2.347 -0.468 0.191 1.1 -1.2 -2.6 -0.0836
C 1.774 0.922 0.057 3.9 2.4 1.9 -0.2289
C 0.544 1.348 -0.112 -3.5 -0.1 0.5 -0.2199
H -3.817 -0.302 0.209 0.1 0.1 -0.7 0.1928
H -2.756 -1.290 1.049 1.7 -0.3 -0.1 0.2177
H -2.262 1.338 -0.832 0.0 -2.2 1.0 0.2045
H -0.678 -1.863 -0.461 -0.5 -0.6 -0.4 0.1961
H 2.878 -0.813 1.238 -1.6 1.0 -2.6 0.2201
H 3.305 -0.511 -0.794 -2.7 -0.2 3.2 0.1849
H 2.590 1.701 0.295 -1.2 -1.1 -0.7 0.2103
H -0.075 2.295 -0.086 2.3 -0.2 -0.1 0.2374
O 1.302 -1.470 -0.247 -0.1 1.4 0.4 -0.5189
```
Forces are in eV/Å.

The calculation puts the energy at -346.58941 Ha. The value obtained for the energy above the lowest of the compared OMol25 structures with the same formula, charge and spin is 5.064 eV. The value obtained for the orbital gap is 8.16 eV. The HOMO energy is -7.48 eV. As for the charge: 0.

Record 7
This record from OMol25 describes one molecule with the formula C7H8O2S in a non-equilibrium geometry. The level of theory is ωB97M-V/def2-TZVPD.

Geometry as XYZ:
```
18
Properties=species:S:1:pos:R:3:forces:R:3:nbo_charge:R:1
C -1.664 -1.983 -3.999 0.6 1.6 0.7 -0.1987
C -1.444 -1.587 -2.868 -0.5 -1.8 -1.6 -0.0338
C -1.179 -1.434 -1.503 -0.3 0.1 0.9 -0.2515
C -0.543 -0.392 -1.008 1.4 1.5 -3.0 -0.1761
C -0.376 -0.285 0.390 3.3 -0.6 2.3 -0.4963
C 1.135 0.127 0.858 0.1 -1.3 -1.3 -0.4384
C 1.402 1.030 2.022 2.3 -0.8 1.1 -0.6424
S 0.678 -1.558 1.229 -2.0 3.5 0.2 2.1482
O 0.322 -1.769 2.604 0.1 -0.1 0.3 -0.9135
O 1.141 -2.584 0.392 1.0 -1.7 -1.3 -0.8984
H -1.670 -1.877 -5.065 -0.3 -0.5 0.1 0.2383
H -1.468 -2.123 -0.706 -0.5 -0.4 -0.8 0.2361
H 0.029 0.327 -1.720 -1.3 -1.0 1.3 0.2152
H -1.138 0.106 1.001 -0.9 0.5 0.8 0.2501
H 1.830 0.156 -0.064 -1.1 0.2 1.6 0.2537
H 0.756 0.806 2.911 0.4 0.5 -1.0 0.2487
H 1.452 2.081 1.722 -0.4 -0.2 0.2 0.2296
H 2.489 0.742 2.364 -1.9 0.7 -0.4 0.2292
```
Forces are in eV/Å.

The calculation puts the energy at -820.00958 Ha. The value obtained for the energy above the lowest of the compared OMol25 structures with the same formula, charge and spin is 4.793 eV. The value obtained for the orbital gap is 9.46 eV. The SMILES is C#C/C=C/[C@@H]1[C@@H](C)S1(=O)=O. The HOMO energy is -9.01 eV. As for the charge: 0.

Record 8
This record from OMol25 describes one molecule with the formula C7H8O2S2 in a non-equilibrium geometry. The level of theory is ωB97M-V/def2-TZVPD.

Geometry as XYZ:
```
19
Properties=species:S:1:pos:R:3:forces:R:3:nbo_charge:R:1
C -2.884 0.081 -2.385 1.6 -2.9 -1.3 -0.9089
S -2.026 0.770 -1.000 0.7 1.9 -0.5 1.1363
O -1.864 2.238 -1.260 -0.1 -1.1 0.5 -0.9262
S -0.038 -0.164 -1.522 -2.5 -5.0 -1.7 0.9160
O -0.612 -1.718 -1.861 2.1 4.4 1.1 -0.9227
C 0.674 -0.198 0.073 -1.1 2.0 0.8 -0.2602
C 0.919 -1.336 0.788 1.6 1.6 1.0 -0.2019
C 1.683 -1.228 1.974 0.2 -0.3 0.3 -0.1797
C 2.098 -0.029 2.534 -0.8 1.5 -1.9 -0.2105
C 1.646 1.097 1.798 0.5 0.3 0.8 -0.1851
C 0.913 1.091 0.638 1.1 -0.4 -1.3 -0.2328
H -2.659 -1.035 -2.297 -1.0 1.0 0.7 0.3010
H -2.436 0.110 -3.430 -0.6 1.4 1.2 0.2675
H -3.920 0.351 -2.244 -0.2 0.0 -0.4 0.2520
H 0.796 -2.255 0.324 -0.6 -1.7 -0.6 0.2465
H 2.034 -2.141 2.390 0.1 -0.7 0.4 0.2139
H 2.825 0.266 3.319 -0.7 -1.3 -0.3 0.2386
H 2.014 2.046 2.114 0.0 0.7 0.4 0.2075
H 0.839 2.054 0.046 -0.4 -1.4 0.8 0.2488
```
Forces are in eV/Å.

The calculation puts the energy at -1218.26848 Ha. The value obtained for the energy above the lowest of the compared OMol25 structures with the same formula, charge and spin is 1.707 eV. The value obtained for the orbital gap is 8.27 eV. The SMILES is CS(=O)#S(=O)c1ccccc1. The HOMO energy is -8.86 eV. As for the charge: 0.